# 1
DFT (ωB97M-V with the def2-TZVPD basis set) results for one molecule with the formula C4H6N2OS at a distorted geometry.

Bonds (Å) are listed after each position.
Positions of all 14 atoms, in Å:
1 C 0.89801 -0.37374 -0.13955  C5 1.559, N10 1.331, O11 1.218
2 H 2.77661 1.04414 -0.00914  C8 1.100
3 S -0.73549 1.73510 0.01530  N10 1.667
4 H 0.07251 -2.14021 -0.80625  C5 1.104
5 C -0.38010 -1.24198 -0.35060  C1 1.559, H4 1.104, C6 1.298
6 C -1.57364 -1.29106 0.15678  C5 1.298, N13 1.327
7 H 1.87454 2.41257 0.63969  C8 1.011
8 C 1.91525 1.72230 -0.09825  H2 1.100, H7 1.011, N10 1.419, H12 1.155
9 H -3.10455 -1.37668 1.50143  N13 0.988
10 N 0.72852 0.94524 -0.09232  C1 1.331, S3 1.667, C8 1.419
11 O 1.98845 -0.91574 -0.17170  C1 1.218
12 H 1.95084 2.28205 -1.10748  C8 1.155
13 N -2.83924 -1.27828 0.55468  C6 1.327, H9 0.988, H14 1.008
14 H -3.57169 -1.52370 -0.09259  N13 1.008

Properties
HOMO level (alpha / beta) (eV): -6.71 / -6.71
Gap between HOMO and LUMO (alpha / beta) (eV): 5.43 / 5.42
Maximum force (eV/Å): 4.056
Energy above the lowest of the compared OMol25 structures with the same formula, charge and spin (eV): 5.343
Electronic energy (eV): -20103.9985

---

# 2
DFT (ωB97M-V with the def2-TZVPD basis set) results for a 2-piece molecular cluster, C3H9S2 overall.

Bonds (Å) are listed after each position.
Positions of all 14 atoms, in Å:
1 H 0.63941 1.30792 2.11328  C14 1.091
2 H -0.26888 -0.30430 -3.77636  C6 1.095
3 H -1.65645 0.27703 2.25242  C13 1.091
4 H 0.11717 0.80960 -2.46621  C6 1.093
5 H 2.67817 0.09269 1.07092  S10 1.344
6 C -0.13019 -0.23012 -2.69313  H2 1.095, H4 1.093, H8 1.092, S12 1.827
7 H 0.82938 -0.37402 2.60840  C14 1.090
8 H 0.71019 -0.87588 -2.42948  C6 1.092
9 H -1.19026 0.69380 0.57503  C13 1.091
10 S 1.55795 0.00184 0.33386  H5 1.344, C14 1.849
11 H -1.13324 -0.94356 1.01590  C13 1.088
12 S -1.65031 -0.77940 -1.84134  C6 1.827
13 C -0.97745 0.05042 1.42967  H3 1.091, H9 1.091, H11 1.088, C14 1.517
14 C 0.47451 0.27398 1.80705  H1 1.091, H7 1.090, S10 1.849, C13 1.517

Properties
HOMO level (eV): -2.07
Net charge: -1
Gap between HOMO and LUMO (eV): 5.26
Maximum force (eV/Å): 0.630
Energy above the lowest of the compared OMol25 structures with the same formula, charge and spin (eV): 0.971
Electronic energy (eV): -24927.7761